A structure of composition C25H62AlBBeCaClF8N4NaO5P2Si2. Source: OMol25; level of theory: ωB97M-V/def2-TZVPD.

The geometry in XYZ format:
```
114
Properties=species:S:1:pos:R:3:mulliken_charge:R:1
C 7.90 -2.06 2.07 -0.911
C 8.21 -1.23 0.75 -0.185
C 8.33 0.30 1.15 -0.956
C 6.91 0.89 1.51 -0.623
C 6.11 1.14 0.17 -0.546
C 5.02 0.03 -0.10 -0.404
C 3.64 0.57 0.49 -0.620
C 2.74 -0.74 0.68 -1.319
C 1.25 -0.45 1.08 0.570
C 0.49 0.73 0.38 -2.285
C 0.77 2.08 1.10 -0.471
C -0.41 2.58 2.06 -0.622
C 0.18 2.96 3.52 -0.276
N 1.33 3.97 3.42 -0.635
O 1.05 -0.06 2.46 -1.025
B -0.29 -0.56 2.91 2.122
O -0.86 -1.35 1.77 -0.879
C 0.31 -1.77 1.08 0.220
C 0.14 -2.25 -0.41 -0.699
C -0.15 -3.79 -0.60 -0.702
C 0.72 -4.38 -1.81 0.453
C 1.80 -5.43 -1.38 -0.858
P 1.14 -2.91 2.35 0.261
O -0.08 -4.01 2.75 -0.471
Cl 2.64 -4.12 1.46 -0.186
H 8.42 -3.05 2.08 0.287
H 6.79 -2.17 2.18 0.139
H 8.33 -1.49 2.93 0.291
H 7.33 -1.35 0.05 0.112
H 9.10 -1.60 0.19 0.396
H 9.04 0.36 2.01 0.383
H 8.78 0.84 0.28 0.350
H 6.32 0.19 2.17 0.299
H 7.10 1.82 2.09 0.376
H 5.57 2.12 0.22 0.088
H 6.83 1.18 -0.69 0.540
H 4.87 -0.16 -1.19 0.395
H 5.23 -0.91 0.47 0.183
H 3.17 1.34 -0.16 0.159
H 3.84 0.94 1.53 0.197
H 3.27 -1.33 1.47 0.647
H 2.84 -1.31 -0.27 0.182
H 0.87 0.78 -0.68 0.378
H -0.61 0.55 0.33 0.451
H 0.90 2.88 0.25 0.482
H 1.75 2.10 1.66 0.999
H -1.31 1.88 2.13 0.292
H -0.82 3.61 1.64 0.427
H -0.59 3.47 4.16 0.552
H 0.60 2.04 4.00 0.232
H 2.18 3.41 3.56 0.251
H 1.30 4.56 4.26 0.283
H -1.06 0.39 2.98 -0.467
H -0.34 -1.06 4.00 -0.249
H 0.99 -1.93 -1.08 0.391
H -0.76 -1.70 -0.81 0.148
H -1.23 -3.94 -0.90 0.296
H 0.00 -4.42 0.30 0.535
H 0.00 -4.93 -2.57 0.108
H 1.26 -3.58 -2.42 0.161
H 2.80 -4.94 -1.15 -0.333
H 1.47 -6.03 -0.50 0.344
H 2.00 -6.15 -2.21 0.452
H -0.74 -3.51 3.26 0.317
Na -2.78 3.42 2.08 0.932
Al -0.25 -2.83 -3.45 0.591
F 0.28 -6.41 -3.12 -0.607
F -5.41 -4.93 5.16 -0.304
P -3.99 -4.40 4.59 1.080
F -4.86 -3.42 3.63 -0.328
F -3.83 -4.13 6.22 -0.160
F -2.62 -5.26 4.74 -0.270
F -3.01 -3.11 4.42 -0.226
F -4.15 -5.52 3.43 -0.298
F -4.57 -2.37 5.96 -0.145
O 1.37 -3.76 -6.07 -0.544
H 1.70 -4.65 -6.23 0.292
Be 4.98 -4.62 0.30 0.385
C 5.64 5.03 -1.74 0.679
O 5.04 4.28 -0.98 -0.635
N 5.00 5.86 -2.61 -0.399
N 6.99 5.09 -1.78 -0.367
H 5.48 6.48 -3.24 0.168
H 4.00 5.84 -2.62 0.161
H 7.50 4.49 -1.15 0.218
H 7.51 5.70 -2.39 0.183
C -9.21 3.82 -4.13 -0.998
Si -8.37 2.27 -3.48 0.218
C -7.82 1.27 -4.98 -0.959
C -9.67 1.29 -2.55 -0.960
N -7.04 2.75 -2.47 -0.121
Si -6.01 1.61 -1.68 0.210
C -5.08 0.50 -2.88 -0.863
C -6.93 0.52 -0.45 -0.977
C -4.71 2.58 -0.70 -1.069
H -10.05 3.56 -4.77 0.313
H -9.58 4.43 -3.31 0.290
H -8.51 4.42 -4.72 0.287
H -8.64 1.20 -5.70 0.360
H -7.54 0.25 -4.70 0.331
H -6.97 1.74 -5.47 0.309
H -9.93 1.77 -1.61 0.313
H -9.34 0.27 -2.33 0.336
H -10.58 1.21 -3.15 0.359
H -5.73 -0.25 -3.32 0.307
H -4.28 -0.03 -2.35 0.244
H -4.63 1.09 -3.68 0.320
H -7.57 1.12 0.20 0.315
H -6.21 -0.01 0.19 0.379
H -7.53 -0.23 -0.96 0.309
H -5.19 3.22 0.05 0.366
H -4.11 3.21 -1.37 0.385
H -4.04 1.89 -0.18 0.171
Ca 0.92 4.66 0.94 1.393
```

E_HOMO = -10.6695 eV
Energy = -142220.8340 eV
Net charge = +2
Strongest force on any atom = 0.0752 hartree/bohr
Gap between HOMO and LUMO = 1.28 eV

---

A cluster of 5 separate species, C25H64N4O9 in total. Source: OMol25; level of theory: ωB97M-V/def2-TZVPD.

The geometry in XYZ format:
```
102
Properties=species:S:1:pos:R:3:mulliken_charge:R:1
C -0.28 -5.43 6.87 -0.983
O -0.26 -4.57 5.70 -0.272
C -0.84 -3.24 5.88 -0.758
C -0.67 -2.40 4.64 -0.255
N -0.98 -0.93 4.98 -0.097
C -1.38 -0.24 3.95 -0.873
C -2.05 1.10 4.32 -0.644
O -1.93 1.96 3.21 -0.076
C -1.86 3.35 3.59 -0.939
H -0.02 -6.43 6.68 0.310
H -1.17 -5.44 7.19 0.461
H 0.41 -5.17 7.68 0.306
H -0.10 -2.69 6.69 0.200
H -1.76 -3.18 6.20 0.457
H -1.56 -2.70 4.03 -0.045
H 0.19 -2.57 4.14 0.614
H -0.43 -0.38 5.64 0.276
H -1.94 -0.64 3.29 0.216
H -0.59 -0.04 3.25 0.447
H -1.44 1.44 5.22 0.392
H -3.14 1.07 4.48 0.282
H -0.85 3.57 4.00 0.326
H -2.52 3.53 4.49 0.333
H -2.09 4.08 2.83 0.276
C 1.62 1.31 -7.64 -0.956
O 0.49 1.96 -7.08 -0.367
C 0.30 1.69 -5.75 -0.052
C -1.12 2.27 -5.15 -1.056
N -1.09 2.09 -3.78 -0.025
C -2.27 2.49 -3.18 -1.095
C -2.25 2.11 -1.76 -0.309
O -3.55 2.53 -1.21 -0.443
C -3.62 2.07 0.13 -0.472
H 1.97 1.86 -8.51 0.336
H 1.54 0.39 -7.96 0.451
H 2.59 1.27 -7.10 0.287
H 1.23 2.19 -5.21 0.025
H 0.34 0.52 -5.48 0.211
H -1.94 1.76 -5.50 0.571
H -1.20 3.23 -5.62 0.387
H -0.26 2.40 -3.37 0.376
H -2.98 2.17 -3.80 0.558
H -2.37 3.60 -3.52 0.335
H -1.38 2.36 -1.24 0.229
H -2.05 1.04 -1.73 0.415
H -3.55 1.02 0.47 0.118
H -4.60 2.66 0.62 0.297
H -2.95 2.76 0.64 0.248
C 2.27 -3.51 0.91 -0.591
O 1.04 -3.72 0.13 -0.457
C -0.14 -3.69 0.99 0.645
C -1.24 -4.25 0.21 -1.188
N -2.65 -4.18 0.88 -0.478
C -3.20 -2.78 0.92 0.008
C -4.56 -2.82 1.58 -1.145
O -5.29 -1.59 1.18 -0.315
C -6.43 -1.47 2.06 -0.663
H 2.34 -2.40 1.38 0.097
H 3.25 -3.60 0.51 0.397
H 2.40 -4.31 1.72 0.265
H -0.46 -2.80 1.42 -0.207
H 0.07 -4.48 1.74 0.210
H -0.94 -5.17 -0.06 0.562
H -1.38 -3.79 -0.78 0.385
H -3.08 -4.75 0.35 0.238
H -3.36 -2.43 -0.05 0.538
H -2.69 -2.00 1.40 -0.250
H -4.53 -3.10 2.79 0.210
H -5.14 -3.49 1.37 1.059
H -6.88 -0.45 2.02 0.262
H -6.21 -1.82 3.15 0.274
H -7.29 -2.16 1.61 0.242
C 0.52 4.76 -2.90 -0.983
O 1.14 3.50 -2.60 -0.169
C 2.48 3.63 -2.58 -0.811
C 3.05 2.15 -2.37 -0.584
N 4.50 2.08 -2.14 -0.296
C 5.13 0.80 -2.40 -0.309
C 6.63 0.95 -2.27 -0.409
O 7.18 -0.21 -2.40 -0.227
C 8.64 -0.31 -2.43 -0.949
H 0.78 5.42 -2.17 0.519
H -0.61 4.78 -3.03 0.205
H 1.12 5.30 -3.75 0.293
H 2.69 4.26 -1.73 0.476
H 2.90 4.15 -3.40 0.506
H 2.64 1.61 -3.26 0.113
H 2.86 1.44 -1.59 0.294
H 4.51 2.43 -1.01 0.291
H 5.03 0.55 -3.58 0.109
H 4.68 0.12 -1.71 0.354
H 6.97 1.64 -1.41 0.260
H 6.97 1.66 -3.21 0.199
H 8.99 -1.43 -2.51 0.216
H 9.00 -0.03 -1.68 0.523
H 9.02 0.38 -3.25 0.298
C 0.62 0.59 0.79 -0.452
O -0.57 -0.11 0.76 -0.247
H 1.55 -0.01 0.80 0.120
H 0.63 1.08 1.81 0.243
H 0.80 1.35 0.18 0.239
H -1.34 0.36 1.36 0.058
```

ΔE to the lowest compared entry with this formula, charge and spin = 1511.16 kJ/mol
E_HOMO = -8.0719 eV
Energy = -51329.5792 eV
Strongest force on any atom = 0.2838 hartree/bohr
Gap between HOMO and LUMO = 8.65 eV

---

A cluster of 7 separate species, C25H65N3O4 in total. Source: OMol25; level of theory: ωB97M-V/def2-TZVPD.

The geometry in XYZ format:
```
97
Properties=species:S:1:pos:R:3:mulliken_charge:R:1
C 9.60 -6.15 -30.50 -1.679
C 10.38 -4.81 -30.25 0.197
N 9.61 -3.72 -30.96 1.200
C 9.39 -4.03 -32.35 -0.789
C 9.04 -2.78 -33.14 -2.302
C 8.45 -3.25 -30.20 -0.627
C 8.96 -2.48 -28.98 -0.993
H 8.57 -6.15 -30.15 0.326
H 10.00 -6.97 -29.90 0.483
H 9.61 -6.51 -31.53 0.320
H 10.50 -4.63 -29.19 0.494
H 11.40 -4.88 -30.61 -0.900
H 10.31 -4.48 -32.73 0.432
H 8.60 -4.78 -32.39 0.563
H 8.89 -3.00 -34.20 0.456
H 8.01 -2.44 -33.00 0.542
H 9.78 -2.00 -32.98 1.052
H 7.87 -4.14 -29.94 0.248
H 7.83 -2.54 -30.75 0.501
H 9.71 -1.71 -29.15 0.322
H 9.36 -3.12 -28.19 0.314
H 8.18 -1.98 -28.40 0.532
C 11.97 -2.35 -34.40 -0.374
C 11.97 -0.87 -34.72 -0.997
N 12.08 -0.02 -33.53 0.568
C 12.54 1.35 -33.73 -0.710
C 11.40 2.32 -34.19 -1.232
C 11.10 -0.18 -32.51 0.206
C 11.33 0.47 -31.18 -1.865
H 11.07 -2.69 -33.89 -0.071
H 12.86 -2.58 -33.81 -0.051
H 12.02 -2.84 -35.37 0.544
H 12.75 -0.68 -35.45 0.473
H 11.01 -0.57 -35.14 0.355
H 12.98 1.72 -32.80 0.338
H 13.36 1.39 -34.46 0.513
H 10.86 1.90 -35.04 0.316
H 10.53 2.51 -33.55 0.289
H 11.88 3.28 -34.38 0.431
H 11.05 -1.21 -32.15 -1.149
H 10.10 0.03 -32.88 0.498
H 12.32 0.23 -30.79 0.467
H 10.60 0.28 -30.40 0.265
H 11.34 1.54 -31.37 0.555
C 14.78 -6.63 -25.86 -0.926
C 16.11 -5.82 -25.95 -0.725
N 16.57 -5.43 -27.24 0.303
C 16.56 -6.33 -28.39 -0.088
C 17.68 -7.35 -28.23 -1.547
C 16.25 -4.02 -27.59 -1.820
C 14.82 -3.80 -28.13 0.213
H 13.92 -6.13 -26.32 0.104
H 14.31 -6.86 -24.90 0.435
H 14.77 -7.62 -26.33 0.247
H 16.11 -4.98 -25.25 0.386
H 16.93 -6.40 -25.53 0.446
H 15.70 -7.00 -28.52 0.167
H 16.74 -5.66 -29.22 0.343
H 17.37 -8.15 -27.56 0.308
H 17.89 -7.73 -29.22 0.460
H 18.66 -6.99 -27.93 0.341
H 16.94 -3.67 -28.35 0.313
H 16.28 -3.49 -26.64 0.364
H 14.57 -4.51 -28.91 0.095
H 14.81 -2.87 -28.70 0.747
H 14.05 -3.81 -27.36 0.226
C 11.81 -2.10 -30.18 1.606
C 12.72 -2.97 -29.36 -0.574
C 13.11 -4.19 -30.24 -1.827
O 12.80 -3.82 -31.55 -0.500
C 12.33 -2.44 -31.63 -1.488
H 12.00 -1.06 -29.91 0.012
H 10.74 -2.32 -30.10 -1.211
H 12.19 -3.18 -28.43 0.524
H 13.62 -2.42 -29.09 -0.918
H 12.45 -5.05 -30.09 0.474
H 14.18 -4.39 -30.18 1.859
H 11.61 -2.36 -32.45 -1.251
H 13.17 -1.83 -31.94 2.103
C 13.57 -5.39 -33.61 0.052
O 13.68 -4.82 -34.96 -0.511
H 14.49 -5.74 -33.14 0.301
H 13.07 -4.64 -32.99 -0.234
H 12.79 -6.15 -33.57 0.352
H 13.99 -5.39 -35.67 0.278
C 15.26 -0.72 -30.40 -0.304
O 15.74 -2.05 -29.97 -0.448
H 14.68 -0.32 -29.57 0.121
H 16.00 -0.03 -30.80 0.497
H 14.54 -0.76 -31.22 0.113
H 16.24 -2.43 -30.69 0.276
C 12.94 -0.47 -27.64 -0.313
O 12.76 0.78 -26.98 -0.587
H 13.11 -1.34 -27.00 0.271
H 12.15 -0.75 -28.34 0.240
H 13.72 -0.32 -28.38 0.297
H 12.62 1.48 -27.63 0.336
```

ΔE to the lowest compared entry with this formula, charge and spin = 705.46 kJ/mol
E_HOMO = -7.5605 eV
Energy = -39628.4555 eV
Strongest force on any atom = 0.0589 hartree/bohr
Gap between HOMO and LUMO = 8.05 eV

---

A cluster of 9 separate species, C25H65O27S8 in total. Source: OMol25; level of theory: ωB97M-V/def2-TZVPD.

The geometry in XYZ format:
```
125
Properties=species:S:1:pos:R:3:mulliken_charge:R:1
O 0.28 1.51 0.96 -0.248
C -0.33 0.47 0.24 0.684
O -1.43 0.80 -0.28 -0.822
O 0.24 -0.63 0.12 0.205
H -0.56 2.01 0.77 -0.256
O -2.02 5.18 3.97 -0.620
S -0.75 4.96 4.65 1.103
O -0.47 5.50 5.94 -0.671
O -0.59 3.36 4.75 -0.497
C -1.05 2.55 3.67 1.445
C -2.40 1.92 4.00 -1.213
C 0.61 5.36 3.56 -0.573
H -0.38 1.70 3.55 -0.199
H -1.14 3.07 2.72 -0.390
H -2.39 1.20 4.81 0.319
H -2.70 1.30 3.16 0.112
H -3.08 2.72 4.29 0.446
H 1.50 4.97 4.04 0.353
H 0.61 6.45 3.60 0.438
H 0.58 4.94 2.56 -0.003
O -0.33 -4.60 -2.12 -0.746
S -0.19 -4.75 -0.70 1.352
O -1.35 -4.63 0.14 -0.691
O 0.48 -6.20 -0.43 -0.328
C 0.42 -6.78 0.87 -0.058
C 0.88 -8.23 0.75 -1.281
C 1.16 -3.66 -0.16 -0.658
H -0.62 -6.72 1.19 0.265
H 0.94 -6.19 1.63 0.312
H 0.58 -8.89 1.56 0.384
H 1.97 -8.23 0.72 0.290
H 0.39 -8.63 -0.14 0.308
H 1.03 -2.75 -0.74 -0.043
H 2.07 -4.25 -0.19 0.686
H 0.92 -3.39 0.87 0.024
O 6.52 4.58 2.74 -0.621
S 6.26 3.70 1.65 1.112
O 6.59 2.29 1.74 -0.560
O 4.64 3.86 1.37 -0.332
C 4.02 2.87 0.56 0.058
C 2.58 3.29 0.30 -0.843
C 6.92 4.35 0.13 -0.862
H 4.12 1.84 0.93 0.150
H 4.54 2.83 -0.42 0.302
H 2.01 3.32 1.22 0.080
H 2.16 2.70 -0.51 0.130
H 2.49 4.30 -0.13 0.422
H 6.44 3.79 -0.68 0.286
H 7.96 4.02 0.08 0.368
H 6.72 5.41 0.07 0.312
O -2.91 -3.48 3.94 -0.684
S -2.99 -2.09 3.59 1.301
O -3.97 -1.17 4.15 -0.652
O -1.54 -1.38 3.87 -0.335
C -0.42 -2.00 3.23 0.625
C 0.85 -1.27 3.63 -0.885
C -3.12 -1.89 1.78 -0.667
H -0.46 -1.97 2.14 -0.505
H -0.43 -3.05 3.53 0.513
H 1.77 -1.81 3.41 0.286
H 0.85 -0.98 4.69 0.442
H 0.85 -0.29 3.16 -0.228
H -4.17 -2.11 1.59 0.616
H -2.55 -2.71 1.35 0.066
H -2.83 -0.87 1.54 0.049
O -0.81 -1.60 -4.78 -0.576
S -0.40 -0.21 -4.69 1.222
O 0.21 0.53 -5.77 -0.677
O -1.61 0.73 -4.14 -0.216
C -2.88 0.64 -4.77 0.122
C -3.94 1.12 -3.79 -0.499
C 0.59 -0.06 -3.15 -0.418
H -3.07 -0.36 -5.18 -0.242
H -2.88 1.33 -5.62 0.411
H -3.47 1.91 -3.19 -0.136
H -4.13 0.36 -3.02 0.050
H -4.88 1.53 -4.14 0.452
H -0.15 -0.27 -2.37 -0.385
H 0.88 0.97 -2.98 0.238
H 1.39 -0.80 -3.20 0.462
O -4.89 -1.57 -0.96 -0.629
S -4.13 -2.53 -1.69 1.252
O -4.09 -3.94 -1.36 -0.674
O -4.51 -2.39 -3.29 -0.317
C -3.96 -3.36 -4.17 0.011
C -4.45 -3.11 -5.57 -1.406
C -2.38 -1.97 -1.86 1.419
H -4.24 -4.35 -3.82 0.461
H -2.86 -3.34 -4.15 0.122
H -3.97 -2.22 -6.00 0.258
H -5.52 -3.01 -5.71 0.311
H -4.13 -3.92 -6.22 0.406
H -1.96 -1.81 -0.88 -0.464
H -2.43 -1.07 -2.47 -0.797
H -1.78 -2.74 -2.34 0.003
O 3.88 -2.83 1.37 -0.582
S 4.55 -1.61 1.00 1.203
O 4.93 -0.60 1.93 -0.655
O 5.91 -2.02 0.22 -0.366
C 5.92 -3.19 -0.64 0.020
C 6.88 -2.82 -1.76 -1.215
C 3.71 -0.73 -0.35 -0.609
H 4.91 -3.37 -0.99 0.116
H 6.31 -4.07 -0.12 0.350
H 7.13 -3.73 -2.32 0.393
H 7.77 -2.36 -1.34 0.295
H 6.38 -2.21 -2.51 0.278
H 3.61 -1.34 -1.25 0.437
H 4.25 0.19 -0.56 0.331
H 2.72 -0.44 0.03 -0.083
O -1.17 6.34 -1.48 -0.727
S -1.46 5.25 -0.59 1.105
O -0.72 4.92 0.60 -0.483
O -3.00 5.51 -0.11 -0.457
C -3.47 4.71 0.98 1.032
C -4.98 4.91 1.04 -1.575
C -1.70 3.73 -1.55 -0.741
H -3.06 5.02 1.94 -0.063
H -3.22 3.66 0.84 -0.085
H -5.18 5.96 0.84 0.340
H -5.40 4.60 2.00 0.382
H -5.45 4.32 0.25 0.353
H -2.07 3.98 -2.54 0.512
H -2.44 3.12 -1.03 0.220
H -0.79 3.13 -1.56 0.142
```

ΔE to the lowest compared entry with this formula, charge and spin = 0.00 kJ/mol
E_HOMO = -7.0285 eV
Energy = -168942.9244 eV
Net charge = -1
Strongest force on any atom = 0.0694 hartree/bohr
Gap between HOMO and LUMO = 8.71 eV